Entry from the Open Molecules 2025 dataset: a structure of composition C29H47CsN3O2PSSb in a non-equilibrium geometry (ωB97M-V/def2-TZVPD).

```
85
Properties=species:S:1:pos:R:3:forces:R:3:lowdin_charge:R:1
Cs 0.213 0.477 0.022 -1.043 0.876 -0.043 1.013
C -1.597 3.229 3.147 0.023 0.078 0.054 -0.020
C -0.632 3.588 2.056 0.096 -0.055 -0.019 -0.351
C 0.718 3.819 2.321 -0.069 -0.023 0.031 -0.031
C 1.558 4.154 1.276 0.072 0.029 -0.034 -0.060
C 1.039 4.241 -0.008 -0.007 0.002 -0.021 -0.129
C -0.309 3.961 -0.200 -0.142 -0.151 -0.036 -0.499
N -1.122 3.648 0.815 -0.018 0.029 -0.134 0.059
Sb -1.220 4.051 -2.181 0.050 -0.147 0.111 1.497
C -2.895 2.779 -1.720 0.120 0.106 -0.010 -0.468
C -4.165 3.218 -2.070 0.044 -0.032 0.018 -0.116
C -5.249 2.403 -1.780 -0.032 0.026 -0.018 -0.053
C -5.023 1.188 -1.163 -0.045 -0.009 0.006 -0.020
C -3.718 0.821 -0.850 0.063 0.018 -0.021 -0.331
C -3.404 -0.496 -0.194 -0.045 0.144 -0.110 -0.039
N -2.677 1.608 -1.124 0.083 -0.058 0.105 0.032
C 0.017 2.484 -3.051 -0.131 -0.036 0.143 -0.482
C 1.373 2.702 -3.263 -0.020 0.018 -0.004 -0.123
C 2.128 1.695 -3.846 0.033 0.022 0.014 -0.055
C 1.501 0.521 -4.216 0.039 -0.006 -0.004 -0.041
C 0.132 0.385 -3.994 -0.044 -0.040 0.029 -0.348
C -0.602 -0.855 -4.420 0.041 0.010 0.066 -0.021
N -0.588 1.343 -3.406 0.098 0.133 -0.041 0.066
H -1.276 3.642 4.104 -0.027 -0.011 0.007 0.084
H -1.663 2.144 3.256 0.003 -0.032 -0.037 0.048
H -2.589 3.603 2.905 -0.003 -0.003 0.000 0.087
H 1.096 3.759 3.333 -0.037 -0.011 0.015 0.110
H 2.604 4.361 1.465 0.003 0.001 -0.029 0.115
H 1.671 4.534 -0.836 0.009 -0.024 0.004 0.089
H -4.298 4.175 -2.557 -0.024 0.002 0.000 0.089
H -6.256 2.707 -2.034 0.010 0.021 -0.008 0.113
H -5.848 0.528 -0.929 0.025 -0.023 0.011 0.114
H -4.291 -1.124 -0.140 0.057 -0.075 0.050 0.083
H -3.023 -0.340 0.817 -0.025 -0.023 0.007 0.052
H -2.635 -1.010 -0.775 -0.046 -0.091 0.024 0.065
H 1.831 3.645 -2.993 0.012 -0.004 -0.006 0.089
H 3.189 1.829 -4.020 -0.003 0.017 0.004 0.115
H 2.059 -0.278 -4.687 -0.027 -0.019 0.002 0.113
H -0.852 -0.804 -5.481 -0.007 0.004 -0.006 0.091
H -1.530 -0.950 -3.860 -0.003 0.001 -0.003 0.078
H 0.016 -1.743 -4.268 -0.024 -0.013 -0.031 0.055
C 3.761 -0.055 1.636 0.110 -0.003 -0.035 -0.124
O 2.991 0.131 0.455 0.232 -0.129 0.085 -0.305
H 4.478 -0.873 1.522 0.000 -0.002 0.024 0.084
H 3.131 -0.255 2.507 -0.025 0.006 -0.021 0.052
H 4.316 0.863 1.812 -0.012 0.002 -0.003 0.089
H 2.530 -0.698 0.240 0.358 -0.175 0.011 -0.055
C 1.992 -4.833 -3.320 0.027 -0.011 0.009 -0.119
C 1.339 -4.124 -2.143 -0.093 -0.021 0.054 -0.388
S 1.981 -2.463 -1.920 0.271 0.072 0.027 0.930
O 1.396 -1.952 -0.615 0.196 -0.415 -0.209 -0.752
C 3.716 -2.827 -1.537 -0.177 0.075 0.044 -0.367
C 3.905 -3.751 -0.347 0.054 -0.029 0.002 -0.113
H 1.452 -5.753 -3.538 -0.009 -0.001 0.005 0.086
H 3.027 -5.099 -3.113 0.003 -0.004 0.012 0.071
H 1.968 -4.216 -4.219 -0.002 0.003 -0.003 0.079
H 1.450 -4.647 -1.193 -0.003 -0.048 -0.017 0.093
H 0.273 -3.972 -2.323 -0.006 0.018 0.046 0.093
H 4.128 -1.835 -1.337 0.016 0.005 -0.044 0.085
H 4.172 -3.195 -2.456 0.020 -0.021 -0.009 0.091
H 3.303 -3.421 0.501 -0.014 0.003 -0.005 0.070
H 4.952 -3.742 -0.042 -0.004 0.008 -0.001 0.087
H 3.643 -4.782 -0.578 -0.013 0.000 -0.018 0.074
C 1.325 0.228 6.393 0.037 0.085 -0.049 -0.142
C 1.160 0.775 4.976 -0.044 -0.030 0.073 -0.430
P 0.198 -0.249 3.778 0.057 -0.015 -0.045 0.912
C -1.385 -0.480 4.710 -0.055 -0.043 -0.149 -0.421
C -2.557 -0.869 3.807 0.080 -0.022 0.035 -0.158
C 0.998 -1.903 3.999 -0.041 0.034 -0.025 -0.426
C 0.552 -2.935 2.964 -0.038 0.007 0.045 -0.146
H 1.855 0.954 7.011 -0.005 -0.030 0.036 0.074
H 1.904 -0.695 6.402 -0.012 -0.007 0.002 0.065
H 0.364 0.031 6.868 -0.015 -0.006 -0.003 0.066
H 2.141 0.963 4.532 -0.016 0.005 -0.049 0.064
H 0.649 1.742 5.001 0.029 0.014 0.006 0.057
H -1.613 0.466 5.209 0.034 -0.002 0.034 0.077
H -1.236 -1.231 5.488 -0.033 0.032 0.058 0.078
H -2.766 -0.080 3.083 -0.012 0.006 0.005 0.043
H -3.462 -1.037 4.392 -0.009 0.005 -0.013 0.077
H -2.348 -1.784 3.249 -0.026 0.025 0.012 0.056
H 0.795 -2.259 5.011 0.053 -0.056 -0.011 0.076
H 2.079 -1.754 3.923 -0.005 0.021 0.028 0.068
H -0.519 -3.136 3.034 0.030 0.003 -0.004 0.059
H 1.069 -3.883 3.119 -0.005 -0.007 -0.021 0.074
H 0.761 -2.598 1.946 0.007 -0.003 -0.004 0.042
```
Positions in Å, forces in eV/Å.

The value obtained for the relative energy (zero: lowest compared OMol25 entry of this formula, charge and spin) is 22.7 kJ/mol. As for the spin multiplicity: 1. The HOMO-LUMO gap is 8.8 eV. As for the charge: +1.